No. 1
The following is a quantum chemistry calculation of a structure of composition C22H25Cl2N4O2RuS2, from the Open Molecules 2025 dataset.

Summary:
Charge: +2
2S+1: 6
Expectation value of S²: 8.77
Largest force on an atom, eV Å⁻¹: 0.72
E, Ha: -3033.8833
Kohn-Sham gap (spin up / spin down), eV: 8.422 / 6.307
Energy relative to the best compared isomer or geometry (same formula, charge and spin), kcal/mol: 7.3
Lowest unoccupied orbital energy (spin up / spin down), eV: -5.219 / -7.506

The geometry in XYZ format:
```
58
Properties=species:S:1:pos:R:3:mulliken_spin:R:1
Ru -0.75254 -0.23474 1.25857 3.89
C 5.60650 3.50973 -3.09688 0.00
C 4.59448 2.92989 -2.15077 0.01
C 4.94470 2.57852 -0.85309 0.00
C 4.00751 2.05491 0.02628 0.00
C 2.70217 1.88659 -0.41292 0.00
C 2.31694 2.23755 -1.70688 0.01
C 3.26615 2.75652 -2.55966 0.00
S 1.58828 1.15206 0.68784 0.00
O 0.24920 1.78865 0.57847 0.10
O 2.16302 1.10127 2.00236 0.01
N 1.19088 -0.33061 0.14455 0.19
C 1.59900 -1.49071 0.83709 0.00
C 2.89477 -1.92028 1.07164 -0.01
C 3.05757 -3.12994 1.71901 0.01
C 1.94128 -3.86844 2.12017 0.00
C 0.68877 -3.35133 1.88716 0.02
N 0.52047 -2.17506 1.25598 0.06
H 6.61532 3.43371 -2.69719 0.00
H 5.39556 4.56491 -3.27963 0.00
H 5.57890 2.99980 -4.05988 0.00
H 5.96274 2.72628 -0.51616 0.00
H 4.27910 1.79952 1.04145 0.00
H 1.28537 2.13898 -2.02026 0.00
H 2.98187 3.05343 -3.56191 0.00
H 3.73514 -1.31917 0.75451 0.00
H 4.05299 -3.50557 1.91606 0.00
H 2.04947 -4.82000 2.61967 0.00
H -0.21025 -3.85945 2.21039 0.00
Cl -1.12800 0.07687 3.76188 0.11
C -2.86442 0.34587 3.93617 0.03
C -3.30303 0.63904 5.20681 -0.01
C -4.66233 0.86024 5.38309 0.04
C -5.52941 0.78576 4.30612 -0.02
C -5.04749 0.48823 3.04177 0.04
Cl -6.17470 0.41243 1.73465 0.01
C -3.68617 0.25655 2.81495 -0.03
S -3.10622 -0.11536 1.20358 0.48
H -2.60986 0.69763 6.03366 0.00
H -5.04243 1.09289 6.36803 0.00
H -6.58817 0.95991 4.43604 0.00
N -2.70692 -1.48399 -3.62061 0.00
C -2.26506 -0.05399 -3.41501 0.01
C -2.19511 0.22229 -1.92252 -0.01
N -1.31574 -0.71028 -1.20963 0.09
C -1.69027 -2.10455 -1.46003 -0.01
C -1.76028 -2.44349 -2.93932 0.00
H -2.78096 -1.69897 -4.61610 0.00
H -3.64553 -1.60204 -3.23001 0.00
H -2.97965 0.59246 -3.92074 0.00
H -1.29312 0.03518 -3.89983 0.00
H -3.19676 0.15693 -1.48949 0.00
H -1.84912 1.24326 -1.76336 0.00
H -0.33724 -0.54402 -1.44072 0.00
H -2.66042 -2.28242 -0.98515 0.00
H -0.97071 -2.76595 -0.98046 0.01
H -2.12040 -3.45441 -3.11973 0.00
H -0.79586 -2.31306 -3.43003 0.00
```

---

No. 2
The following is a quantum chemistry calculation of an isolated molecule of C17H15N3O3S in a non-equilibrium geometry, from the Open Molecules 2025 dataset.

Summary:
Largest force on an atom, eV Å⁻¹: 1.65
E, Ha: -1444.9485
Kohn-Sham gap, eV: 9.212
Energy relative to the best compared isomer or geometry (same formula, charge and spin), kcal/mol: 64.2
Lowest unoccupied orbital energy, eV: 0.489

The geometry in XYZ format:
```
39
Properties=species:S:1:pos:R:3:mulliken_charge:R:1
O -3.58197 -0.03678 2.19427 -0.69
C -3.57766 0.34126 1.03867 0.32
N -2.43467 0.62219 0.35376 -0.18
C -1.15075 0.27943 0.90153 -0.79
C -0.46772 -0.73609 0.05928 0.57
N -0.78348 -1.09651 -1.13813 -0.13
N 0.12324 -2.01135 -1.54158 -0.78
C 0.95349 -2.16314 -0.55940 0.58
S 2.32836 -3.20069 -0.52141 -0.16
C 3.10623 -2.59839 1.02678 -0.71
C 3.43559 -1.14240 1.03038 -0.79
C 3.59081 -0.38424 -0.05124 -0.03
C 3.87605 1.04334 -0.07553 0.95
C 4.28443 1.75894 1.05086 -0.45
C 4.52782 3.11644 0.97224 -0.62
C 4.36769 3.78882 -0.22877 -0.43
C 3.96683 3.09109 -1.35595 -0.55
C 3.72765 1.73245 -1.28074 -0.53
O 0.63911 -1.38150 0.50502 -0.16
C -4.80593 0.58355 0.27285 0.45
C -6.11663 0.44750 0.65503 -0.44
C -6.89245 0.79640 -0.47013 -0.40
C -6.00258 1.11750 -1.45175 -0.41
O -4.74331 0.99366 -1.01716 -0.33
H -2.48427 0.77079 -0.64270 0.36
H -1.32098 -0.11464 1.91071 0.38
H -0.50924 1.16871 0.97965 0.26
H 2.43421 -2.84589 1.84999 0.38
H 4.00846 -3.20739 1.12085 0.42
H 3.52927 -0.72681 2.02405 0.26
H 3.46682 -0.83500 -1.02943 0.50
H 4.42531 1.24940 1.99195 0.29
H 4.84672 3.65495 1.85280 0.38
H 4.55845 4.85010 -0.28577 0.38
H 3.84322 3.60721 -2.29671 0.38
H 3.41455 1.19269 -2.16353 0.34
H -6.45961 0.13723 1.61995 0.50
H -7.96044 0.80647 -0.54054 0.44
H -6.14170 1.43671 -2.46613 0.45
```

---

No. 3
The following is a quantum chemistry calculation of a cluster of 12 separate species, C48H74O23 in total in a non-equilibrium geometry, from the Open Molecules 2025 dataset.

Summary:
Charge: +1
2S+1: 2
Expectation value of S²: 0.75
Largest force on an atom, eV Å⁻¹: 5.81
E, Ha: -3603.6347
Kohn-Sham gap (spin up / spin down), eV: 7.887 / 1.823
Lowest unoccupied orbital energy (spin up / spin down), eV: -2.671 / -8.735

The geometry in XYZ format:
```
145
Properties=species:S:1:pos:R:3:mulliken_spin:R:1
C 2.02886 0.23838 -4.79149 0.00
C 1.13675 1.40002 -4.71020 -0.02
C 1.53517 2.14260 -5.98093 0.02
O 2.87613 1.67350 -6.32106 0.73
C 3.31325 0.70912 -5.37921 0.03
H 1.61610 -0.51449 -5.46300 0.00
H 2.20169 -0.12889 -3.77989 0.01
H 1.34755 2.02084 -3.83943 0.01
H 0.08972 1.11807 -4.82128 0.00
H 1.49003 3.20062 -5.72276 0.04
H 0.92356 1.88330 -6.84511 0.05
H 3.96394 1.25433 -4.69550 0.08
H 3.83914 -0.14112 -5.81352 0.03
O 5.48122 -1.70473 3.42920 0.00
C 5.22984 -2.44444 2.48674 0.00
O 4.18307 -3.31101 2.54633 0.00
C 3.91476 -3.90856 1.26819 0.00
C 4.67070 -2.98474 0.32603 0.00
C 5.86120 -2.52680 1.13164 0.00
H 2.84082 -3.86529 1.08682 0.00
H 4.23306 -4.95093 1.28424 0.00
H 4.05784 -2.15505 -0.02627 0.00
H 5.02407 -3.52224 -0.55392 0.00
H 6.20838 -1.54915 0.79732 0.00
H 6.54934 -3.36990 1.19288 0.00
O -2.41745 -6.29775 3.12483 0.00
C -1.80757 -5.68366 2.28988 0.00
O -2.07601 -5.82428 0.97816 0.00
C -1.33807 -4.89136 0.20793 0.00
C -0.18276 -4.47379 1.14256 0.00
C -0.78269 -4.65914 2.52729 0.00
H -1.87609 -3.98238 -0.06112 0.00
H -0.91207 -5.34121 -0.68887 0.00
H 0.08261 -3.41989 1.05912 0.00
H 0.67186 -5.10744 0.90543 0.00
H -1.21986 -3.74100 2.91972 0.00
H -0.06658 -5.00455 3.27294 0.00
O 1.66250 -0.70031 0.74486 0.00
C 0.70074 -0.40770 0.03507 0.00
O -0.38847 -1.20341 -0.12329 0.00
C -1.36350 -0.55503 -0.95514 0.00
C -0.60819 0.52869 -1.70419 0.00
C 0.47048 0.91267 -0.70699 0.00
H -2.14362 -0.13670 -0.31912 0.00
H -1.84469 -1.32424 -1.55918 0.00
H -1.19959 1.31563 -2.17225 0.00
H -0.16849 0.04755 -2.57785 0.00
H 0.06191 1.63297 0.00177 0.00
H 1.44248 1.27778 -1.03868 0.00
O 2.00005 3.63544 -1.00271 0.00
C 2.06130 4.11848 0.12921 0.00
O 3.09620 3.94644 0.97951 0.00
C 2.99019 4.75660 2.14407 0.00
C 1.72909 5.64197 1.84526 0.00
C 1.01925 5.10295 0.62239 0.00
H 3.89108 5.35665 2.27229 0.00
H 2.86292 4.13962 3.03358 0.00
H 2.03232 6.68833 1.80923 0.00
H 1.04703 5.57127 2.69255 0.00
H 0.74804 5.87942 -0.09290 0.00
H 0.17074 4.46626 0.87290 0.00
O 4.91212 -0.44685 -2.49881 0.00
C 5.37255 0.36796 -1.67937 0.00
O 6.68911 0.76405 -1.65288 0.00
C 6.95304 1.76161 -0.62394 0.00
C 5.82114 1.58168 0.34849 0.00
C 4.65427 1.09032 -0.53443 0.00
H 6.97685 2.71589 -1.15014 0.00
H 7.93069 1.57821 -0.17823 0.00
H 5.53577 2.50833 0.84647 0.00
H 6.05054 0.93419 1.19480 0.00
H 4.11047 1.91966 -0.98673 0.00
H 4.00354 0.40985 0.01475 0.00
O -6.10401 0.30082 1.35562 0.00
C -5.23923 -0.06504 2.15129 0.00
O -4.00164 -0.32145 1.77903 0.00
C -3.19213 -0.88899 2.82302 0.00
C -4.03458 -0.72528 4.10097 0.00
C -5.36213 -0.15790 3.64149 0.00
H -2.22319 -0.40109 2.92887 0.00
H -3.06893 -1.95084 2.60996 0.00
H -3.51410 -0.10363 4.82950 0.00
H -4.13731 -1.69639 4.58522 0.00
H -5.59691 0.84671 3.99327 0.00
H -6.23776 -0.72826 3.95143 0.00
O -6.27697 2.02373 -0.81973 0.00
C -5.23395 2.63221 -1.01302 0.00
O -5.06504 3.86834 -0.52930 0.00
C -3.90307 4.51094 -1.02797 0.00
C -3.26178 3.54559 -1.96740 0.00
C -4.02571 2.22277 -1.81223 0.00
H -3.18014 4.81249 -0.26999 0.00
H -4.32462 5.37191 -1.54674 0.00
H -2.22463 3.39383 -1.66844 0.00
H -3.33897 3.88607 -2.99998 0.00
H -3.48948 1.49917 -1.19826 0.00
H -4.34990 1.86022 -2.78771 0.00
O -6.79840 -0.77302 -1.08126 0.00
C -6.12890 -1.56525 -1.77185 0.00
O -4.77985 -1.41763 -1.81713 0.00
C -4.26874 -2.25393 -2.79142 0.00
C -5.29864 -3.34092 -2.96137 0.00
C -6.59551 -2.72600 -2.61470 0.00
H -3.28533 -2.61967 -2.49605 0.00
H -4.04694 -1.74206 -3.72785 0.00
H -5.06630 -4.17735 -2.30220 0.00
H -5.43850 -3.78806 -3.94555 0.00
H -7.16851 -3.42809 -2.00902 0.00
H -7.14253 -2.38543 -3.49384 0.00
O -0.59102 -2.28420 -3.88729 0.00
C 0.44139 -2.82706 -3.58357 0.00
O 0.91549 -2.76372 -2.34146 0.00
C 2.21642 -3.36250 -2.27338 0.00
C 2.57947 -3.73805 -3.71185 0.00
C 1.32359 -3.69806 -4.48436 0.00
H 2.10542 -4.24405 -1.64200 0.00
H 2.97570 -2.67111 -1.90790 0.00
H 2.98521 -4.74813 -3.76853 0.00
H 3.30584 -3.10839 -4.22565 0.00
H 0.86332 -4.67789 -4.61157 0.00
H 1.29179 -3.39005 -5.52945 0.00
O -2.07405 2.39949 0.78243 0.00
C -2.26906 2.95199 1.85424 0.00
O -1.33017 3.00342 2.75284 0.00
C -1.84106 3.46921 3.95296 0.00
C -3.36780 3.33776 3.88547 0.00
C -3.57993 3.56138 2.40553 0.00
H -1.65067 4.54165 3.99444 0.00
H -1.44162 2.97525 4.83870 0.00
H -3.83919 4.08626 4.52236 0.00
H -3.59478 2.33735 4.25391 0.00
H -3.53762 4.62339 2.16376 0.00
H -4.50749 3.12723 2.03238 0.00
O 1.07464 2.69438 4.64468 0.00
C 1.35799 1.53311 4.39330 0.00
O 2.64332 1.16418 4.21933 0.00
C 2.71688 -0.27134 4.06512 0.00
C 1.35147 -0.80299 4.49049 0.00
C 0.43024 0.37103 4.29053 0.00
H 3.45044 -0.59779 4.80229 0.00
H 3.05626 -0.60145 3.08331 0.00
H 1.41272 -1.03173 5.55446 0.00
H 1.04808 -1.69044 3.93508 0.00
H -0.32911 0.48425 5.06427 0.00
H -0.15844 0.31557 3.37484 0.00
```

---

No. 4
The following is a quantum chemistry calculation of a cluster of 2 separate species, C8H18ClN4O3 in total in a non-equilibrium geometry, from the Open Molecules 2025 dataset.

Summary:
Charge: -1
Largest force on an atom, eV Å⁻¹: 2.61
E, Ha: -1220.6353
Kohn-Sham gap, eV: 7.447
Lowest unoccupied orbital energy, eV: 3.122

The geometry in XYZ format:
```
34
Properties=species:S:1:pos:R:3:mulliken_charge:R:1
C 0.61656 -2.53949 1.82034 -1.05
C 0.82365 -1.55730 0.67700 -0.48
C -0.21698 -0.45632 0.71937 -0.31
Cl 1.00045 1.27407 0.07360 -0.68
N -1.27521 -0.61287 -0.01915 -0.44
C -2.51119 -0.07353 0.45488 -1.35
C -3.55614 -1.17931 0.67353 0.98
N -3.64386 -1.97681 -0.53251 -0.77
N -3.20831 -2.00248 1.85374 -0.73
N -4.85881 -0.53395 0.88187 -0.70
H 1.28093 -3.39826 1.72971 0.37
H -0.41185 -2.89791 1.82924 0.12
H 0.81053 -2.07089 2.78467 0.31
H 1.83334 -1.15757 0.70648 0.34
H 0.69791 -2.06052 -0.28100 0.34
H -0.43215 -0.13544 1.75272 0.33
H -2.96375 0.61408 -0.26343 0.43
H -2.41666 0.48752 1.40197 0.44
H -4.05211 -2.88434 -0.33828 0.26
H -2.68506 -2.10807 -0.85110 0.35
H -2.92189 -2.92988 1.57461 0.27
H -2.45143 -1.58048 2.37717 0.31
H -5.53154 -1.28311 1.02618 0.31
H -4.81303 -0.08811 1.79520 0.29
C 3.78366 2.33602 -2.71196 -0.25
C 3.32153 3.19417 -1.55058 0.01
O 4.53396 3.90704 -1.21762 -0.34
C 5.33307 3.93439 -2.29606 0.67
O 6.32898 4.58506 -2.39523 -0.56
O 4.85986 3.11820 -3.26417 -0.35
H 3.02380 2.17216 -3.46888 0.29
H 4.18213 1.37684 -2.38090 0.23
H 2.56350 3.91904 -1.84690 0.23
H 2.95609 2.60804 -0.71450 0.13
```

---

The lowest largest force on an atom belongs to which entry?
C22H25Cl2N4O2RuS2